Record 1
Density functional theory data (ωB97M-V with the def2-TZVPD basis set) for a cluster of 2 separate species, C11H11N in total.

```
23
Properties=species:S:1:pos:R:3:forces:R:3:mulliken_charge:R:1
N 3.170 -0.358 -2.278 -1.0 -4.0 -4.0 -0.5420
C 1.958 -1.013 -2.530 1.6 3.5 3.8 -0.5168
C -2.311 1.456 0.620 -0.1 -3.1 1.0 -0.3087
C -2.475 0.270 -0.074 1.7 -1.6 -1.9 -0.3535
C 2.434 0.404 -0.188 -1.5 0.0 0.7 -0.6143
C -1.413 -1.123 1.737 -0.5 -0.1 -1.3 -0.3473
C 1.088 -0.004 -0.366 3.8 -0.4 -3.3 0.2986
C -1.842 1.197 1.932 1.4 6.1 -0.4 -0.1830
C 0.930 -0.709 -1.649 0.7 1.3 1.7 -0.2742
C 3.382 0.237 -1.187 1.6 1.5 1.6 -0.0209
C -1.891 -0.941 0.429 -1.5 -0.8 -1.3 -0.2810
C -1.348 0.032 2.517 -1.5 0.2 -1.2 -0.4287
H -2.531 2.436 0.232 -0.1 0.0 0.1 0.3972
H 0.322 0.273 0.313 -0.6 0.0 0.2 0.3220
H 2.840 0.969 0.631 -0.6 0.0 0.8 0.3272
H -1.615 2.374 2.248 -0.4 -3.5 0.9 0.1236
H -0.008 -0.737 -2.078 -2.4 -1.0 -0.2 0.3647
H -1.158 -2.159 2.013 0.2 0.9 0.3 0.3492
H -2.724 0.173 -1.165 -0.2 0.6 1.2 0.2901
H -1.138 0.055 3.551 0.7 -0.1 0.9 0.4799
H 1.830 -1.683 -3.324 0.1 -0.4 -1.4 0.3938
H -1.939 -1.808 -0.327 0.2 1.2 1.6 0.2436
H 4.438 0.659 -1.058 -1.6 -0.4 0.0 0.2806
```
Positions in Å, forces in eV/Å.

Calculated values
Total energy ... -480.408811 hartree
Lowest unoccupied orbital energy ... 0.8 eV
Multiplicity ... 1
Kohn-Sham gap ... 10.1 eV
Energy relative to the best compared isomer or geometry (same formula, charge and spin) ... 317.4 kJ/mol
SMILES string ... c1ccccc1.c1ccncc1

Record 2
Density functional theory data (ωB97M-V with the def2-TZVPD basis set) for a cluster of 2 separate species, C11H11N3O in total.

```
26
Properties=species:S:1:pos:R:3:forces:R:3:mulliken_charge:R:1
O -1.152 -0.230 -4.787 -0.2 0.4 -0.8 -0.5144
N 1.023 -1.840 -0.998 0.3 -0.8 1.5 -0.7804
N -0.088 0.203 0.677 -2.2 -3.4 -3.1 0.4455
N 0.787 -0.521 1.369 0.1 -0.6 -1.2 -1.0002
C -2.031 -0.086 -1.325 0.2 -0.3 -2.2 -0.5584
C 1.308 0.319 2.198 0.1 2.1 2.7 0.6760
C -0.250 1.451 1.090 0.6 0.3 2.6 0.3509
C -2.030 0.009 -2.555 -0.9 0.5 2.1 0.0212
C 0.572 1.548 2.226 0.7 -1.8 -2.4 -1.0790
C -1.249 2.267 0.417 -2.2 -0.3 -0.6 -0.5978
C -1.176 -0.952 -0.557 0.5 1.0 4.3 0.6854
C -1.230 -0.504 -3.639 1.0 -0.6 0.4 0.4401
C -0.404 -1.631 -2.961 3.2 2.0 -0.7 -0.6627
C 2.455 -0.004 3.102 1.6 -1.8 -0.3 -0.9559
C -0.117 -1.557 -1.469 1.3 0.5 1.2 0.4218
H 3.389 0.683 3.000 -1.7 -1.3 -0.2 0.2346
H -1.644 -1.573 0.317 1.0 1.1 -1.9 0.2014
H -1.900 1.413 0.057 0.2 1.8 -0.4 0.0525
H 0.895 2.355 2.783 0.1 1.7 0.9 0.3903
H 1.182 -1.766 0.130 -1.1 0.3 -3.1 0.4089
H -0.996 -2.428 -3.145 -2.0 -3.1 -0.5 0.4303
H -0.834 2.870 -0.403 -0.3 -0.3 0.1 0.2084
H 0.563 -1.834 -3.564 -1.5 0.6 1.2 0.3215
H -1.964 2.892 1.007 1.1 -0.4 0.0 0.3204
H 2.163 0.049 4.157 0.0 0.0 -0.2 0.2734
H 2.729 -1.134 2.872 -0.2 2.4 0.6 0.2662
```
Positions in Å, forces in eV/Å.

Calculated values
Total energy ... -664.998776 hartree
Lowest unoccupied orbital energy ... -1.1 eV
Multiplicity ... 1
Kohn-Sham gap ... 7.8 eV
Energy relative to the best compared isomer or geometry (same formula, charge and spin) ... 667.7 kJ/mol

Record 3
Density functional theory data (ωB97M-V with the def2-TZVPD basis set) for the molecule C11H11N3O.

```
26
Properties=species:S:1:pos:R:3:forces:R:3:lowdin_spin:R:1
O 2.393 1.990 5.350 0.2 0.2 1.8 0.1530
N -0.077 0.468 1.538 0.1 0.4 -0.1 0.2082
N -0.327 -0.128 0.345 0.8 1.3 -0.3 0.0116
N -0.497 -1.428 0.289 -0.3 -1.7 -0.3 0.0064
C -0.297 0.471 -0.864 0.6 0.3 -2.2 0.0047
C 1.101 1.299 3.396 -2.5 0.5 2.6 0.0794
C 2.414 1.678 4.209 -1.8 0.4 -2.1 0.0926
C 1.180 0.902 1.973 -3.1 -0.4 1.1 0.4552
C 3.342 1.120 2.074 0.1 -0.9 -3.7 0.1627
C 2.351 0.742 1.167 1.7 0.1 2.0 0.4000
C 0.035 1.873 -1.181 -2.1 3.7 2.1 0.0023
C 3.375 1.647 3.190 1.5 0.0 0.1 0.3138
C -0.423 -0.545 -1.796 -0.2 -0.7 2.2 0.0000
C -0.582 -1.699 -1.008 -0.6 -0.1 -0.2 0.0030
C -1.101 -2.983 -1.540 -2.0 0.8 -2.8 0.0007
H -0.972 -3.224 -2.653 0.6 0.7 1.6 0.0000
H -0.454 -0.665 -2.836 0.0 0.8 -1.3 0.0001
H 2.196 0.213 0.237 1.0 0.1 -0.2 0.0162
H -0.918 -3.821 -1.000 1.5 -2.5 1.7 0.0001
H -0.922 0.545 2.073 0.3 0.2 0.6 0.0089
H -0.700 2.534 -1.774 0.5 -1.7 0.7 0.0002
H 0.691 0.474 4.136 0.2 1.0 -1.5 0.0397
H 0.929 2.046 -1.658 2.2 -0.5 -1.6 0.0003
H -2.209 -3.036 -1.490 0.2 0.8 0.1 0.0002
H 0.230 2.581 -0.294 -0.6 -1.4 -0.6 0.0011
H 0.254 2.158 3.466 1.8 -1.5 0.3 0.0394
```
Positions in Å, forces in eV/Å.

Calculated values
Total energy ... -664.935008 hartree
Lowest unoccupied orbital energy (spin up / spin down) ... 0.1 / -2.6 eV
Multiplicity ... 3
Kohn-Sham gap (spin up / spin down) ... 6.0 / 7.0 eV
Energy relative to the best compared isomer or geometry (same formula, charge and spin) ... 212.3 kJ/mol

Record 4
Density functional theory data (ωB97M-V with the def2-TZVPD basis set) for the molecule C11H11N3O2S2.

```
29
Properties=species:S:1:pos:R:3:forces:R:3:mulliken_charge:R:1
S -1.989 1.303 0.698 -2.4 1.7 -1.1 -0.0640
S 1.235 -2.023 0.292 -1.3 -7.7 3.8 -0.4649
O 3.802 0.239 1.131 0.2 1.9 -4.6 -0.4377
O -3.552 -2.182 -0.168 4.2 1.6 -0.1 -0.6297
N -1.278 -1.723 0.124 -12.2 -9.4 2.2 -0.0259
N 0.001 -0.246 -0.755 -1.8 4.8 -2.1 -0.4894
N 1.201 0.168 -0.634 4.0 1.3 -0.6 -0.2391
C 1.979 -0.750 -0.061 5.7 8.8 -4.9 0.3972
C 3.498 -0.416 -0.223 0.2 -4.1 5.3 0.2032
C -3.115 0.170 0.033 4.5 -2.5 -0.5 0.4191
C 3.909 1.639 0.553 -0.9 1.1 7.4 -0.3527
C -4.133 0.736 -0.629 -3.4 -5.2 -0.6 -0.2801
C -2.576 -1.364 -0.110 -6.2 2.0 0.7 0.1694
C -0.179 -1.249 -0.083 5.3 -0.5 -0.9 0.4570
C -4.297 2.053 -0.294 -3.5 2.9 -4.8 -0.1776
C 4.556 1.741 -0.759 5.2 -7.3 3.7 -0.6136
C 4.147 0.331 -1.326 -3.9 3.8 -3.4 -0.6854
C -3.208 2.657 0.042 2.8 -10.2 -2.5 -0.7528
H 4.981 -0.072 -1.913 -0.8 -0.4 0.3 0.4110
H 4.489 2.628 -1.205 -0.6 3.1 -2.4 0.4543
H -4.915 -0.006 -1.124 1.7 2.0 0.9 0.2441
H 3.242 0.817 -1.986 1.9 -2.3 0.6 0.2427
H 2.840 2.041 0.683 1.5 -0.3 -0.9 0.2620
H -1.456 -2.819 0.220 1.2 2.6 -0.1 0.3231
H 3.996 -1.373 0.100 -0.2 0.4 -1.5 0.3407
H -3.034 3.311 0.608 2.2 10.9 7.0 0.5958
H -5.002 2.771 -0.874 0.3 -1.5 1.5 0.2610
H 4.478 2.016 1.532 -0.9 0.4 -2.5 0.2651
H 5.755 1.370 -0.597 -2.7 2.3 0.0 0.1670
```
Positions in Å, forces in eV/Å.

Calculated values
Total energy ... -1536.513044 hartree
Lowest unoccupied orbital energy ... -0.1 eV
Multiplicity ... 1
Kohn-Sham gap ... 8.7 eV
Energy relative to the best compared isomer or geometry (same formula, charge and spin) ... 911.1 kJ/mol
SMILES string ... O=C(Nc1nnc([C@H]2CCCO2)s1)c1cccs1

Record 5
Density functional theory data (ωB97M-V with the def2-TZVPD basis set) for a structure of composition C11H11N4O3PbS2.

```
32
Properties=species:S:1:pos:R:3:forces:R:3:mulliken_charge:R:1
Pb 0.276 -0.038 0.238 -0.9 0.1 -0.1 1.1946
S -0.072 -3.107 -2.286 0.0 0.1 0.1 -0.0592
S 0.531 -1.097 -2.597 -0.1 -0.1 -0.2 -0.0068
O 0.282 4.013 -1.971 0.0 0.0 0.0 -0.4078
O 2.216 -0.015 0.654 0.8 0.0 0.3 -0.5072
O 0.083 1.843 -1.406 0.2 -0.1 0.1 -0.4869
N -5.194 1.556 -3.390 0.0 0.0 0.0 -0.4118
N -6.396 -2.219 -2.660 0.1 0.0 0.0 -0.4003
N 0.162 2.623 1.237 0.0 -0.3 0.0 -0.5707
N 0.119 3.506 0.165 0.0 0.1 -0.1 -0.0395
C 0.420 3.643 -3.357 0.0 -0.1 -0.2 -0.6037
C -2.128 0.021 -3.016 -0.1 0.1 0.0 -0.5336
C -5.276 -1.978 -2.726 -0.3 0.0 0.0 -0.2420
C -1.229 -0.987 -2.769 0.2 -0.1 0.1 -0.2227
C -1.619 -2.306 -2.546 0.1 0.2 0.0 0.1696
C 0.158 3.037 -1.102 0.0 -0.1 0.0 0.6753
C -4.451 0.694 -3.234 -0.2 0.2 0.0 -0.2896
C -3.880 -1.662 -2.774 0.2 0.1 0.0 0.8258
C 3.619 0.130 0.664 0.0 0.0 -0.2 -0.6949
C -2.946 -2.675 -2.542 -0.1 0.0 0.0 -0.6841
C -3.479 -0.333 -3.014 0.2 -0.2 0.0 0.6545
H 1.308 3.030 -3.497 0.0 0.0 0.0 0.3005
H 4.070 -0.457 -0.139 0.0 0.0 0.0 0.2603
H -1.823 1.041 -3.200 0.0 0.0 0.0 0.7110
H -0.460 3.103 -3.697 0.0 0.0 0.0 0.2533
H 0.517 4.579 -3.896 0.0 0.0 0.0 0.2629
H 3.906 1.175 0.530 0.0 0.0 0.0 0.2649
H -3.277 -3.687 -2.359 0.0 0.0 0.0 0.5494
H -0.639 2.762 1.842 -0.1 0.1 0.0 0.2774
H 0.172 4.502 0.316 0.1 0.0 0.0 0.2365
H 4.015 -0.224 1.616 0.0 0.0 0.0 0.2532
H 1.015 2.763 1.769 0.0 0.0 0.0 0.2716
```
Positions in Å, forces in eV/Å.

Calculated values
Total energy ... -1859.475473 hartree
Lowest unoccupied orbital energy ... -3.8 eV
Multiplicity ... 1
Kohn-Sham gap ... 8.6 eV
Charge ... +1

Record 6
Density functional theory data (ωB97M-V with the def2-TZVPD basis set) for a structure of composition C11H12Cl2Pt.

```
26
Properties=species:S:1:pos:R:3:forces:R:3:lowdin_spin:R:1
Pt -0.121 -0.314 0.884 -0.8 0.0 0.9 1.0972
Cl -1.277 1.231 3.254 -0.7 0.0 0.9 0.0797
Cl 0.350 -2.648 0.995 -0.1 -0.6 0.6 0.2393
C 1.602 -0.356 -1.970 -0.4 2.8 -0.9 0.1702
C 1.978 -0.973 -0.778 0.6 0.9 1.9 0.3552
C 1.405 1.049 -1.736 0.6 -2.4 -2.0 0.2302
C -1.696 1.179 -0.950 -0.6 -1.1 -0.1 0.2440
C 1.910 0.042 0.315 0.6 1.1 -2.5 0.1088
C -2.020 -0.930 0.032 0.0 0.9 -1.3 0.1611
C 1.706 1.341 -0.402 0.7 -1.8 2.2 0.3686
C -0.102 1.468 1.968 0.9 0.7 0.4 0.1861
C -2.209 0.525 0.210 0.2 -1.1 -1.0 0.1966
C -1.343 0.177 -1.897 -0.1 0.0 0.2 0.2258
C -1.416 -1.103 -1.290 -1.3 0.7 0.9 0.2328
H 1.870 2.321 0.046 -0.3 -0.3 -0.1 0.0145
H 2.396 -0.048 1.282 0.1 0.0 -0.2 0.0104
H 2.339 -1.990 -0.639 -0.3 0.4 -0.1 0.0115
H 0.862 1.649 2.464 -0.2 -0.1 -0.2 0.0120
H -1.151 -2.053 -1.727 0.0 0.0 0.0 0.0068
H -2.860 0.962 0.952 0.5 0.1 0.3 0.0069
H -1.596 2.243 -1.080 -0.2 0.1 -0.1 0.0083
H 1.490 -0.849 -2.930 0.0 0.1 0.2 0.0030
H -2.442 -1.713 0.662 0.2 0.3 -0.3 0.0071
H -0.378 2.397 1.446 0.0 -0.5 -0.1 0.0101
H 1.128 1.776 -2.491 0.0 -0.1 0.1 0.0065
H -1.168 0.356 -2.952 0.4 0.0 0.3 0.0073
```
Positions in Å, forces in eV/Å.

Calculated values
Total energy ... -1465.807303 hartree
Lowest unoccupied orbital energy (spin up / spin down) ... 0.6 / -2.4 eV
Multiplicity ... 5
Kohn-Sham gap (spin up / spin down) ... 6.8 / 6.1 eV